Entry 1:
Density functional theory data (ωB97M-V with the def2-TZVPD basis set) for a cluster of 16 separate species, H31O16 in total in a non-equilibrium geometry.

Output
charge	-1
LUMO level	2.01	eV
electronic energy	-33260.2798	eV
energy relative to the best compared isomer or geometry (same formula, charge and spin)	728.44	kJ/mol
orbital gap	8.4	eV

Geometry as XYZ:
```
47
Properties=species:S:1:pos:R:3:forces:R:3:nbo_charge:R:1
H 2.454 1.157 -0.374 5.32 -0.70 1.07 0.45
O 2.586 0.811 -4.593 -0.10 0.78 -1.24 -0.98
H -5.054 -1.900 -0.482 -0.84 -0.01 -0.94 0.47
H 0.189 -2.200 -1.227 -2.99 -1.54 0.05 0.52
O -4.898 -2.311 0.360 3.84 1.74 0.72 -0.94
O 4.142 -4.289 -0.736 -2.89 4.53 -0.36 -0.94
O -4.151 -2.720 3.377 -1.48 -2.22 2.67 -0.92
H 0.365 -0.111 -0.318 -2.44 -1.02 1.36 0.52
H 3.898 0.522 1.741 -0.47 0.18 -0.42 0.48
H -1.854 3.189 2.444 -3.78 0.46 1.01 0.47
H -1.570 -3.114 -3.614 1.53 0.43 0.58 0.50
H 0.185 2.660 3.985 -2.79 3.60 -2.48 0.46
O -0.952 2.656 -0.186 -4.22 8.56 -0.69 -0.95
H 1.377 0.464 -1.091 1.10 -0.57 -0.20 0.49
O 3.224 0.041 2.226 -2.55 -0.36 -0.26 -0.97
O -2.419 -2.827 -3.886 -2.55 1.06 -1.31 -0.97
H -1.580 2.781 -0.973 1.13 0.29 1.94 0.47
H -0.946 0.428 0.669 0.49 0.02 0.51 0.46
H -0.736 1.849 -0.353 2.91 -8.54 -1.45 0.47
H -3.937 -1.871 0.453 -2.86 -1.77 0.14 0.47
O -2.847 3.241 2.878 5.03 -1.18 0.86 -0.95
O -0.855 -2.602 -1.292 6.02 -2.85 -0.93 -1.02
H 0.569 3.454 -4.009 -0.43 1.13 1.61 0.50
O 0.898 -3.063 2.153 -0.13 -1.82 -0.08 -0.96
O 0.623 2.120 4.543 3.53 -3.76 0.51 -0.93
H -0.025 -2.923 2.379 0.36 0.69 -0.10 0.48
O 1.588 -1.088 -0.931 -3.52 -0.53 -3.86 -1.21
O 0.502 3.734 1.921 2.52 -0.91 5.16 -0.96
H -4.496 -3.290 2.709 -1.08 -1.47 -0.27 0.47
H 0.169 3.004 1.509 -1.37 -2.48 -2.60 0.49
H 2.222 3.092 -4.181 -1.94 0.58 0.58 0.51
H 2.100 1.462 -5.201 0.61 -1.65 2.02 0.49
H 0.330 4.497 1.493 -1.11 3.36 -2.54 0.47
H -1.239 -1.816 -1.139 -2.58 4.33 0.95 0.46
H 1.455 -2.304 2.188 -0.12 1.08 0.19 0.48
H 3.778 -3.394 -1.202 1.82 -2.96 0.30 0.47
H 2.262 0.866 -3.676 -0.28 0.19 -0.83 0.49
H 3.504 -4.024 -0.016 0.92 -1.50 0.04 0.47
H -3.761 -2.185 2.780 2.51 3.70 -2.36 0.45
H 2.290 0.122 1.799 2.85 0.20 0.56 0.49
H -2.536 2.913 3.797 -1.24 0.77 -1.92 0.46
H 1.215 1.742 3.813 -0.59 0.26 1.98 0.47
H -2.457 -1.941 -4.323 0.89 -1.40 0.83 0.47
O 1.272 3.050 -4.458 2.14 -1.09 -2.07 -1.00
O -0.678 -0.047 -0.112 0.79 -0.27 -1.05 -1.05
H 2.188 -1.110 -0.271 3.03 -0.37 3.36 0.42
O 1.604 1.272 -0.573 -5.00 3.02 -1.03 -1.00
```
Positions in Å, forces in eV/Å.

---

Entry 2:
Density functional theory data (ωB97M-V with the def2-TZVPD basis set) for a cluster of 16 separate species, H31O16 in total in a non-equilibrium geometry.

Output
charge	-1
LUMO level	2.33	eV
electronic energy	-33261.4452	eV
energy relative to the best compared isomer or geometry (same formula, charge and spin)	616.00	kJ/mol
orbital gap	8.7	eV

Geometry as XYZ:
```
47
Properties=species:S:1:pos:R:3:forces:R:3:nbo_charge:R:1
H -0.040 5.233 1.118 -0.08 0.05 -0.27 0.47
H -1.873 1.103 3.430 -1.72 0.33 1.46 0.47
O 1.106 -0.056 2.433 -1.47 -2.38 6.71 -0.99
H 1.649 -1.832 0.234 0.92 -0.33 0.19 0.46
H 0.360 0.086 4.536 0.37 0.11 -0.11 0.50
H 2.579 -4.051 1.708 0.04 0.56 0.79 0.48
H -0.323 -4.880 -0.993 -4.40 2.14 -0.68 0.48
O -2.545 5.069 -0.700 2.12 1.31 2.22 -0.92
H -2.681 4.579 0.114 0.59 0.17 0.76 0.46
H 0.910 -0.847 1.985 -0.62 -2.09 -0.67 0.47
H 0.515 -3.821 -3.139 0.28 -0.70 -2.41 0.47
H 0.360 -5.645 0.416 -1.26 2.11 -4.34 0.51
O 2.634 1.600 -2.729 6.47 -1.36 3.14 -0.96
H 2.378 1.276 -0.118 6.21 3.96 -2.26 0.45
H -1.023 2.625 -3.144 0.85 -0.63 -1.97 0.47
O 0.608 -3.898 -4.159 -0.48 -0.83 3.30 -0.94
O 0.364 -5.291 -0.609 5.61 -4.23 5.03 -0.99
O 0.863 -1.395 -0.054 -1.22 0.64 -1.21 -1.09
H -3.179 4.630 -1.168 -2.65 -1.52 -2.95 0.46
O -0.295 -3.753 1.973 1.72 -0.01 -0.50 -1.02
O -2.794 0.679 3.518 3.46 0.53 -1.57 -0.94
H 0.728 -2.985 -4.325 0.25 1.57 -0.84 0.46
H -1.002 -3.094 2.093 1.10 0.04 -0.44 0.49
H -1.850 1.095 -2.892 -0.84 -1.15 -0.90 0.49
O -0.213 1.948 -0.999 -0.33 0.21 0.32 -1.10
O 0.635 0.296 5.443 -1.24 0.13 0.63 -0.96
H -2.481 0.176 2.735 -1.61 -0.90 0.00 0.47
H -1.672 -1.597 0.201 6.00 -1.79 -0.09 0.48
H -0.132 3.524 -3.476 3.13 4.86 1.98 0.45
H 1.193 -0.382 -0.329 0.25 -1.74 1.26 0.50
H -0.151 2.752 -0.434 -0.13 -1.22 -0.50 0.44
O -2.414 0.869 -3.681 -0.30 -1.56 0.76 -0.97
H 2.383 -2.979 2.865 -0.71 -0.12 2.27 0.49
H 0.594 -3.406 1.576 -2.94 0.07 0.97 0.51
H -0.208 0.450 5.932 1.02 -0.22 -0.65 0.46
O 0.719 4.647 1.146 0.34 -0.54 -1.00 -0.94
H -2.443 -0.261 -0.056 0.53 -2.45 0.48 0.49
O 2.635 -3.120 1.990 0.71 -0.51 -3.15 -0.95
H 3.089 0.700 -2.484 -2.03 2.60 -0.97 0.48
O -2.477 -1.250 0.172 -6.20 4.35 -0.41 -0.97
O 1.673 0.836 0.088 -6.19 -3.56 1.72 -1.13
O -0.437 2.841 -3.949 -3.45 -3.89 -0.01 -0.92
H 1.289 0.406 1.712 1.77 4.42 -5.34 0.49
H 0.549 1.263 -0.582 -0.21 1.85 -0.13 0.50
H 1.864 1.505 -3.159 -4.46 -1.11 -2.23 0.48
H 0.858 4.315 0.223 -0.20 0.58 1.21 0.48
H -2.720 -0.098 -3.633 1.00 2.28 0.41 0.48
```
Positions in Å, forces in eV/Å.

---

Entry 3:
Density functional theory data (ωB97M-V with the def2-TZVPD basis set) for a cluster of 16 separate species, H32O16 in total in a non-equilibrium geometry.

Output
LUMO level	-0.21	eV
electronic energy	-33280.0481	eV
energy relative to the best compared isomer or geometry (same formula, charge and spin)	471.41	kJ/mol
orbital gap	9.3	eV

Geometry as XYZ:
```
48
Properties=species:S:1:pos:R:3:forces:R:3:nbo_charge:R:1
O 2.809 0.719 1.111 0.69 -0.06 0.35 -0.98
H -0.014 -2.953 -0.886 -0.62 0.53 0.77 0.48
H 0.994 1.155 -1.229 0.15 0.62 -0.26 0.48
O 1.414 1.755 -1.887 0.03 0.94 -0.19 -0.97
O -2.113 3.059 2.561 -0.61 0.15 0.31 -0.96
O -2.576 -1.079 -1.822 -0.78 -1.43 -0.84 -0.98
H -2.143 -3.009 0.003 -0.15 -0.20 -0.27 0.48
H 3.517 0.411 0.508 -0.37 0.38 -0.35 0.51
H 3.303 -0.648 -1.422 0.59 0.33 -0.38 0.50
H -0.406 1.302 -2.261 1.75 -0.51 0.02 0.47
O 2.219 -1.965 0.142 0.75 1.64 -0.36 -0.97
H -2.711 -0.641 2.196 0.25 0.18 0.40 0.50
H -2.627 3.507 1.881 -0.10 0.13 0.19 0.46
H 4.760 -0.193 -1.953 -1.73 0.20 1.30 0.50
H -0.771 -1.392 -2.746 0.43 0.72 -1.19 0.50
O -0.026 0.068 -0.483 -0.20 -0.52 -0.07 -0.96
H 0.726 -0.392 -0.107 0.36 -0.48 0.36 0.50
O 0.018 0.918 2.867 0.05 0.46 0.04 -0.96
H -0.460 3.250 -0.129 -0.33 0.35 -0.66 0.49
O -1.279 1.428 -2.559 -1.68 0.94 -0.83 -0.97
H -1.471 -1.898 0.696 0.05 1.62 0.36 0.49
H -3.185 -1.023 -2.584 0.66 -0.12 0.42 0.48
O -0.340 2.648 0.597 1.40 0.44 0.93 -0.96
O -1.439 -2.835 0.630 0.10 -1.35 -0.01 -0.97
H 3.312 1.184 1.797 -0.27 -0.05 -0.11 0.48
H 1.627 -2.054 2.811 0.44 0.48 -0.08 0.48
H -0.342 0.683 0.183 0.28 0.27 0.29 0.49
H -3.639 1.292 0.133 -0.65 0.28 -0.05 0.49
H -1.300 0.161 2.319 -0.35 -0.09 0.66 0.51
H -0.649 -3.837 -1.956 0.71 0.32 0.27 0.47
H -2.283 0.767 0.348 0.17 -0.37 0.31 0.50
O -1.924 -0.322 1.747 -0.28 -0.13 -0.87 -1.01
H 0.924 2.607 -1.900 0.56 -1.04 0.11 0.46
H 1.916 -2.826 0.368 -0.24 -1.31 0.14 0.50
H 0.305 1.285 3.701 -0.21 0.24 0.48 0.50
H 3.085 -1.822 0.564 -0.51 -0.49 -0.23 0.48
H 0.389 3.072 1.119 -0.84 -0.79 -0.59 0.50
H 2.347 -0.894 2.066 -0.04 0.50 -1.00 0.49
H -2.701 -0.251 -1.374 0.01 0.84 0.37 0.49
O 2.284 -1.340 2.899 -0.61 -0.81 1.47 -0.98
O 0.207 -3.548 -1.586 0.02 -1.05 -1.06 -0.95
O -2.813 1.203 -0.336 -0.11 0.31 0.24 -0.99
O -0.397 -1.456 -3.660 0.59 1.14 -0.41 -0.99
O 4.020 0.008 -1.300 1.09 -0.76 -0.84 -0.98
H -0.054 -0.569 -3.997 -1.07 -1.72 1.33 0.48
H -1.759 1.592 -1.744 -0.41 -0.01 -0.10 0.47
H 0.739 0.341 2.630 0.70 -0.61 -0.23 0.50
H -1.510 2.544 2.023 0.32 -0.13 -0.12 0.49
```
Positions in Å, forces in eV/Å.

---

Entry 4:
Density functional theory data (ωB97M-V with the def2-TZVPD basis set) for a cluster of 16 separate species, H32O16 in total in a non-equilibrium geometry.

Output
LUMO level	-0.41	eV
electronic energy	-33279.6547	eV
energy relative to the best compared isomer or geometry (same formula, charge and spin)	509.36	kJ/mol
orbital gap	8.7	eV

Geometry as XYZ:
```
48
Properties=species:S:1:pos:R:3:forces:R:3:nbo_charge:R:1
O 3.170 -0.885 1.251 -0.29 0.13 -0.50 -0.97
H -1.221 -1.564 -2.906 -0.59 0.75 -1.05 0.44
H 1.782 -0.608 -2.083 -1.53 0.71 -0.99 0.51
H 0.605 0.286 0.411 -0.45 -0.15 0.17 0.51
O 3.318 1.790 1.505 0.73 0.21 0.03 -0.97
H -1.332 -2.772 0.073 -1.50 -0.68 -0.45 0.48
O 2.484 -1.015 -1.620 2.66 -0.29 1.75 -0.99
H -0.120 0.378 -3.187 -2.45 0.55 0.07 0.49
H 4.254 1.922 1.698 -0.23 0.40 0.10 0.48
O -0.704 -2.026 -2.277 -0.18 -1.69 -0.16 -0.93
H -1.131 1.695 2.457 1.16 0.28 0.66 0.52
H 3.989 -1.165 1.634 0.82 -0.38 0.48 0.48
H -2.622 1.414 2.317 -0.17 0.07 0.20 0.49
O -1.619 2.979 -0.313 1.37 1.36 -1.24 -0.94
H -2.500 3.065 -0.595 -1.81 0.76 -0.73 0.45
H -2.987 0.100 -1.498 -0.42 -0.89 -2.74 0.49
H 3.212 -1.149 0.318 -0.36 0.28 -0.46 0.53
H -3.884 -2.815 -0.323 0.30 -0.09 0.08 0.47
H 1.868 -3.149 2.334 -0.86 -0.01 0.28 0.47
H -0.262 -1.393 -1.738 0.57 0.77 0.71 0.48
H -0.872 0.096 -0.151 -0.04 0.29 0.34 0.50
H 0.968 2.817 -0.155 0.21 -0.37 -0.97 0.47
H -1.403 2.195 -2.098 0.44 0.52 0.88 0.50
O 1.286 -2.402 2.567 0.84 -0.62 0.25 -0.95
H 2.346 -1.948 -1.577 -0.56 -0.91 -0.32 0.47
O -0.428 -2.735 0.302 1.95 -0.80 0.76 -0.98
O 1.182 2.406 -1.022 1.16 2.38 0.89 -0.95
H -0.739 2.616 -3.436 -0.10 0.09 0.41 0.48
O 0.051 -0.155 -0.257 0.58 0.39 -0.16 -1.01
H -0.528 -1.566 2.263 -0.74 -0.25 0.38 0.50
H -0.249 -1.801 0.274 0.50 0.41 -0.05 0.46
H 0.668 1.635 -1.067 -1.10 -1.88 -0.19 0.48
H -3.240 0.835 -0.327 0.11 0.23 0.87 0.48
H -2.942 -1.640 -0.167 0.13 1.87 -0.07 0.48
O -2.570 0.251 -0.688 -0.22 0.52 1.64 -0.94
H 1.782 -1.718 2.114 0.05 0.59 -0.21 0.48
H 1.064 0.285 2.978 0.07 -0.98 0.84 0.49
O -1.366 2.007 -3.031 -0.41 -0.53 -1.25 -0.99
O 0.958 0.982 2.355 -1.95 0.37 -0.59 -1.00
H -1.687 2.276 0.292 0.31 -1.52 1.82 0.49
H 3.304 0.845 1.288 -0.05 -0.31 -0.39 0.49
H 1.818 1.292 2.120 1.31 0.81 0.10 0.50
H 1.154 0.927 -3.728 0.11 -0.28 0.33 0.48
H -1.533 -0.408 2.359 -0.15 1.36 -0.77 0.45
O -1.345 -1.252 2.708 0.75 -1.50 0.67 -0.98
O 0.792 0.239 -3.150 2.43 0.11 -0.79 -0.95
O -2.986 -2.565 -0.070 -1.31 -1.80 0.00 -0.94
O -1.788 1.399 1.844 -1.09 -0.31 -0.60 -0.97
```
Positions in Å, forces in eV/Å.

---

Entry 5:
Density functional theory data (ωB97M-V with the def2-TZVPD basis set) for a cluster of 16 separate species, H32O16 in total in a non-equilibrium geometry.

Output
LUMO level	-0.30	eV
electronic energy	-33280.5896	eV
energy relative to the best compared isomer or geometry (same formula, charge and spin)	419.16	kJ/mol
orbital gap	10.1	eV

Geometry as XYZ:
```
48
Properties=species:S:1:pos:R:3:forces:R:3:nbo_charge:R:1
H -0.141 1.686 -4.459 -0.18 0.47 -0.04 0.48
H 0.178 -2.371 1.546 0.23 -0.29 -0.35 0.49
H -2.687 -1.589 1.623 0.80 1.55 -0.84 0.49
O -0.083 -0.485 0.146 -0.12 -0.96 0.48 -0.99
O -0.733 2.679 1.124 -0.87 0.68 0.55 -0.95
O -0.581 1.604 -3.602 0.28 0.99 -0.74 -0.94
H 2.905 0.818 0.372 0.04 -0.31 0.14 0.49
H -0.374 1.520 2.499 0.43 0.77 -0.08 0.51
O 2.300 -0.147 3.574 1.10 0.65 -0.43 -0.97
H -2.760 1.657 -1.583 0.31 0.05 0.17 0.47
H 2.706 3.223 2.999 -0.72 -0.71 -0.39 0.47
H 0.441 1.832 -2.204 -0.60 0.63 -1.48 0.50
H -0.425 0.687 -3.448 -0.16 -1.52 0.28 0.48
H -0.492 -2.142 -3.311 0.68 -0.09 -0.57 0.50
H 1.419 0.050 3.259 -0.88 0.18 0.38 0.50
O -2.485 -0.694 1.220 -2.92 -1.17 1.47 -1.01
H 1.684 -2.471 -0.791 -0.21 0.83 -0.47 0.49
H -0.161 2.565 0.385 0.82 -0.50 -0.97 0.48
H -1.266 0.358 2.669 0.41 -0.20 0.20 0.50
H -1.075 3.572 0.980 -0.14 -0.13 0.36 0.49
H -0.659 -3.734 -1.093 0.99 -0.97 -0.69 0.46
O -0.477 -1.175 -3.304 -1.11 -1.05 0.11 -0.99
H -1.621 -0.686 0.855 1.78 -0.39 -0.53 0.49
H -3.182 -0.449 -1.261 0.57 -0.10 0.40 0.53
H -1.034 -2.487 -0.469 0.26 1.73 0.38 0.47
O -2.462 -0.307 -1.903 -0.86 -0.21 0.09 -0.97
H 2.025 2.144 2.017 0.31 0.66 1.12 0.49
H -0.122 -1.369 2.630 -0.12 1.59 0.31 0.47
O 0.708 1.780 -1.299 1.08 0.38 2.07 -1.01
O -2.749 2.240 -0.820 -0.57 0.59 -0.28 -0.97
O -0.062 -2.288 2.470 0.02 -1.55 0.18 -0.96
O -0.356 0.646 2.893 -0.90 -0.66 0.08 -1.01
O 1.823 -0.986 -1.964 -0.03 -1.00 -1.71 -0.99
H 1.040 -0.939 -2.580 0.91 -0.09 0.91 0.49
H 0.599 -0.065 0.682 0.23 0.07 0.45 0.51
O 1.596 -3.050 -0.031 -0.13 -0.11 0.13 -0.97
H 2.304 -1.029 3.901 -0.30 -1.11 0.42 0.48
H -2.931 -0.327 -2.739 -0.30 0.21 -0.46 0.48
H 2.478 -0.102 1.595 0.50 0.22 0.37 0.53
H 1.680 -0.303 -1.336 -0.22 0.99 0.84 0.48
H -1.291 -1.084 -2.750 0.56 0.62 0.22 0.50
O -1.228 -3.402 -0.426 -1.38 -0.72 0.37 -0.92
H -2.067 1.925 -0.226 0.13 -0.22 0.24 0.48
H -0.147 0.123 -0.566 -0.34 0.97 -1.14 0.49
O 1.864 2.787 2.754 0.44 0.44 -0.38 -0.99
O 2.297 0.722 1.114 -0.18 -0.05 -1.01 -0.99
H 1.192 2.592 -1.062 -0.20 -0.53 -0.48 0.49
H 2.412 -3.533 -0.086 0.55 -0.61 0.35 0.47
```
Positions in Å, forces in eV/Å.

---

Q: The highest energy relative to the best compared isomer or geometry (same formula, charge and spin) belongs to which entry?
A: number 1